Density functional theory data (ωB97M-V/def2-TZVPD) for a molecular structure, C3HBeLiO4.

```
! RIJCOSX wB97M-V def2-TZVPD def2/J DEFGRID3
* xyz 2 1
O -0.525 -1.625 1.366
C -0.364 -0.413 1.552
O -0.014 0.425 0.610
O -0.745 0.211 2.623
Be -0.011 -1.758 -0.364
C 0.286 -0.167 -0.626
C 0.696 0.555 -1.621
O 1.092 1.081 -2.605
Li 0.774 2.090 -4.171
H -1.188 -0.400 3.236
*
```

Summary:
Lowest unoccupied orbital energy   -9.7 eV
Kohn-Sham gap   8.63 eV


Density functional theory data (ωB97M-V/def2-TZVPD) for a molecular structure, C53H55AuCl3N5OS3Si.

```
! RIJCOSX wB97M-V def2-TZVPD def2/J DEFGRID3
* xyz 2 3
Au 0.313 -0.206 -1.034
C 1.392 1.163 -2.181
Si 0.694 1.576 -3.859
C 0.466 -0.068 -4.974
N -0.014 -1.236 -4.379
C -1.424 -1.441 -4.084
C -1.838 -2.878 -4.435
C -1.050 -3.352 -5.653
C 0.449 -3.421 -5.331
C 0.819 -2.411 -4.220
C -0.941 2.465 -3.767
C -1.013 3.555 -2.889
C -2.154 4.337 -2.809
C -3.252 4.047 -3.609
C -3.196 2.985 -4.498
C -2.047 2.209 -4.577
C 1.906 2.518 -4.897
C 1.500 3.627 -5.642
C 2.407 4.319 -6.432
C 3.731 3.909 -6.487
C 4.153 2.807 -5.753
C 3.246 2.119 -4.965
H 1.415 2.093 -1.603
H 2.430 0.835 -2.272
H 1.456 -0.231 -5.398
H -0.225 0.302 -5.739
H -1.996 -0.702 -4.642
H -1.569 -1.250 -3.013
H -2.911 -2.886 -4.626
H -1.664 -3.540 -3.585
H -1.223 -2.657 -6.480
H -1.410 -4.324 -5.988
H 1.045 -3.225 -6.221
H 0.726 -4.411 -4.967
H 1.866 -2.121 -4.250
H 0.607 -2.833 -3.236
H -0.159 3.814 -2.271
H -2.181 5.186 -2.137
H -4.140 4.664 -3.557
H -4.038 2.772 -5.143
H -2.023 1.411 -5.311
H 0.469 3.960 -5.603
H 2.082 5.178 -7.003
H 4.438 4.449 -7.103
H 5.187 2.492 -5.794
H 3.595 1.264 -4.392
S 2.141 -1.542 -1.043
C 1.729 -2.755 0.163
N 2.727 -3.533 0.630
C 2.459 -4.354 1.804
C 1.101 -4.995 1.665
N 0.098 -3.963 1.434
C -1.243 -4.160 1.988
C -1.540 -3.304 3.199
C -0.605 -3.156 4.219
C -0.925 -2.451 5.368
C -2.187 -1.890 5.511
C -3.121 -2.028 4.495
C -2.795 -2.726 3.339
C 0.405 -2.924 0.634
S -0.875 -1.831 0.197
C 4.143 -3.372 0.274
C 4.936 -2.699 1.369
C 5.836 -3.433 2.131
C 6.559 -2.824 3.148
C 6.386 -1.473 3.406
C 5.491 -0.732 2.645
C 4.766 -1.342 1.633
H 2.509 -3.736 2.707
H 3.233 -5.117 1.873
H 0.847 -5.527 2.580
H 1.097 -5.713 0.838
H -1.308 -5.215 2.255
H -1.988 -3.987 1.210
H 0.382 -3.595 4.125
H -0.191 -2.344 6.157
H -2.439 -1.348 6.414
H -4.109 -1.600 4.603
H -3.530 -2.838 2.549
H 4.211 -2.819 -0.660
H 4.539 -4.372 0.088
H 5.986 -4.487 1.922
H 7.261 -3.404 3.732
H 6.954 -0.995 4.193
H 5.364 0.326 2.836
H 4.075 -0.757 1.036
Cl -4.910 5.182 7.777
C -4.307 4.535 6.297
C -4.768 3.313 5.839
C -4.268 2.819 4.647
C -3.314 3.503 3.894
C -2.777 2.806 2.666
C -2.653 3.605 1.368
N -2.362 2.649 0.298
C -3.267 1.995 -0.503
C -2.573 1.042 -1.176
N -1.254 1.120 -0.790
C -1.163 2.098 0.098
O -1.483 2.270 2.915
C -1.502 0.900 3.322
C -0.158 0.535 3.852
C 0.246 0.842 5.118
Cl -0.687 1.659 6.297
S 1.825 0.286 5.468
C 1.981 -0.371 3.894
C 0.863 -0.164 3.147
C -2.870 4.725 4.396
Cl -1.633 5.650 3.597
C -3.359 5.247 5.581
H -5.509 2.765 6.404
H -4.638 1.868 4.280
H -3.478 1.989 2.450
H -1.833 4.312 1.423
H -3.569 4.140 1.125
H -4.309 2.264 -0.527
H -2.924 0.333 -1.904
H -0.278 2.390 0.637
H -1.768 0.260 2.470
H -2.253 0.758 4.104
H 2.896 -0.864 3.605
H 0.750 -0.509 2.128
H -2.995 6.197 5.946
*
```

Summary:
Lowest unoccupied orbital energy (alpha / beta)   -5.2 / -7.0 eV
Energy above the lowest of the compared OMol25 structures with the same formula, charge and spin   0.0 kJ/mol
Kohn-Sham gap (alpha / beta)   6.54 / 5.42 eV


Density functional theory data (ωB97M-V/def2-TZVPD) for 2 unconnected molecules or ions with the total composition C28H34NO.

```
! RIJCOSX wB97M-V def2-TZVPD def2/J DEFGRID3
* xyz 1 1
C 1.361 0.524 2.837
C -0.058 0.552 2.451
C -0.526 0.395 1.122
C -1.457 -0.655 0.845
C -1.654 -1.716 1.879
C -2.061 -0.745 -0.402
C -1.724 0.144 -1.429
C -2.422 0.054 -2.750
C -0.678 1.054 -1.226
C -0.052 1.182 0.007
C 1.121 2.093 0.170
H 1.538 -0.176 3.678
H 2.002 0.180 2.000
H 1.673 1.531 3.182
H -0.779 0.565 3.270
H -2.459 -2.402 1.594
H -0.734 -2.316 2.010
H -1.891 -1.286 2.863
H -2.802 -1.524 -0.585
H -2.096 0.854 -3.422
H -2.243 -0.917 -3.233
H -3.505 0.147 -2.614
H -0.335 1.681 -2.055
H 1.299 2.638 -0.760
H 0.977 2.827 0.974
H 2.027 1.519 0.393
O -1.327 0.406 6.468
C -1.026 1.720 6.927
C -1.576 1.753 8.345
C -1.592 0.523 8.995
C -2.000 0.457 10.327
C -2.410 1.616 10.994
C -2.433 2.838 10.316
C -2.004 2.923 8.987
C 0.497 1.962 6.937
C 1.264 1.368 5.953
C 2.602 1.737 5.765
C 3.205 2.625 6.673
C 2.469 3.109 7.759
C 1.108 2.780 7.904
C -1.625 2.733 5.948
C -3.149 2.939 6.008
C -3.534 3.356 4.578
C -2.313 3.036 3.692
N -1.396 2.310 4.573
H -1.374 0.436 5.487
H -1.308 -0.380 8.451
H -1.993 -0.513 10.815
H -2.731 1.554 12.034
H -2.786 3.739 10.817
H -1.990 3.877 8.452
H 0.799 0.593 5.334
H 3.147 1.332 4.920
H 4.246 2.914 6.530
H 2.930 3.768 8.499
H 0.534 3.169 8.748
H -1.107 3.702 6.095
H -3.644 1.988 6.247
H -3.417 3.678 6.766
H -4.411 2.797 4.239
H -3.774 4.425 4.524
H -2.574 2.417 2.822
H -1.824 3.954 3.315
H -0.422 2.447 4.315
*
```

Summary:
Lowest unoccupied orbital energy   -5.7 eV
Energy above the lowest of the compared OMol25 structures with the same formula, charge and spin   52.0 kJ/mol
Kohn-Sham gap   5.18 eV


no.,strongest force on any atom (hartree/bohr)
1,0.0700
2,0.0034
3,0.0277